Record 1
This record from OMol25 describes C26H43Cl2DyN2PS as an isolated structure at a distorted geometry. The level of theory is the ωB97M-V functional and the def2-TZVPD basis.

Structure (XYZ):
```
76
Properties=species:S:1:pos:R:3
P -4.11 0.49 -0.82
C -5.26 -0.77 0.04
C -6.79 -0.60 -0.04
C -7.50 -1.59 0.88
C -7.05 -3.04 0.67
C -5.53 -3.21 0.60
C -4.88 -2.20 -0.35
C -4.43 0.21 -2.67
C -5.86 -0.10 -3.11
C -5.97 -0.11 -4.64
C -4.96 -1.08 -5.27
C -3.53 -0.93 -4.75
C -3.45 -0.84 -3.21
C -5.15 2.03 -0.61
C -5.28 2.40 0.88
C -6.14 3.65 1.08
C -5.69 4.85 0.24
C -5.46 4.49 -1.23
C -4.61 3.22 -1.42
H -4.95 -0.61 1.09
H -7.13 -0.77 -1.07
H -7.10 0.42 0.22
H -8.59 -1.51 0.73
H -7.31 -1.30 1.92
H -7.45 -3.67 1.47
H -7.49 -3.41 -0.27
H -5.09 -3.07 1.60
H -5.27 -4.23 0.28
H -3.79 -2.32 -0.32
H -5.20 -2.41 -1.38
H -4.14 1.18 -3.10
H -5.79 0.90 -5.02
H -6.58 0.63 -2.71
H -6.15 -1.09 -2.74
H -6.99 -0.40 -4.93
H -4.96 -0.95 -6.36
H -5.30 -2.11 -5.08
H -2.91 -1.76 -5.10
H -3.09 -0.01 -5.16
H -2.42 -0.59 -2.90
H -3.68 -1.83 -2.77
H -6.16 1.79 -1.01
H -5.70 1.57 1.46
H -4.27 2.58 1.28
H -7.18 3.41 0.82
H -6.14 3.92 2.15
H -4.76 5.26 0.66
H -6.44 5.65 0.31
H -4.98 5.32 -1.75
H -6.43 4.33 -1.71
H -4.59 2.98 -2.50
H -3.57 3.41 -1.13
Dy -0.56 0.08 -0.10
Cl -1.28 1.88 -1.66
Cl -2.02 -1.15 1.53
C 1.18 -1.15 -0.96
H 2.24 -0.86 -1.04
C 0.95 -2.44 -1.48
C 1.97 -3.13 -2.23
C 1.69 -4.30 -2.92
C 0.41 -4.88 -2.86
C -0.59 -4.28 -2.07
C -0.33 -3.12 -1.34
H 2.95 -2.65 -2.29
H 2.46 -4.78 -3.52
H -1.59 -4.71 -2.03
H -1.07 -2.70 -0.65
H 0.18 -5.78 -3.43
N 3.84 1.63 1.19
C 2.82 0.76 1.34
N 3.18 -0.54 1.41
S 1.20 1.32 1.51
H 4.77 1.33 0.92
H 3.62 2.62 1.18
H 2.47 -1.25 1.56
H 4.15 -0.80 1.51
```

Orbital gap (spin up / spin down) = 3.93 / 3.95 eV
HOMO (spin up / spin down) = -1.842 / -1.856 eV
E_LUMO (spin up / spin down) = 2.0884 / 2.0894 eV
Multiplicity = 6
Total charge = -1
Maximum force = 1.76 eV/Å

---

Record 2
This record from OMol25 describes a 8-piece molecular cluster, C26H43N5O3S3 overall at a distorted geometry. The level of theory is the ωB97M-V functional and the def2-TZVPD basis.

Structure (XYZ):
```
80
Properties=species:S:1:pos:R:3
C -1.62 -5.03 -0.31
S -2.12 -6.58 0.53
O -0.96 -7.58 0.41
C -2.12 -5.97 2.21
H -0.56 -4.84 -0.17
H -2.12 -4.16 0.12
H -1.77 -5.26 -1.36
H -1.04 -6.07 2.33
H -2.52 -6.63 2.98
H -2.48 -4.96 2.43
C -0.59 1.32 -0.37
S -0.40 0.11 1.00
O -1.76 -0.52 1.24
C 0.39 -1.34 0.18
H -0.89 0.90 -1.32
H 0.31 1.94 -0.43
H -1.39 2.00 -0.08
H -0.47 -1.88 -0.22
H 0.95 -1.84 0.97
H 1.16 -0.96 -0.49
C -1.69 -1.55 -3.95
S 0.11 -1.29 -4.07
O 0.21 -0.20 -3.02
C 0.60 -2.86 -3.22
H -1.91 -2.61 -4.08
H -2.06 -0.86 -4.70
H -2.01 -1.30 -2.94
H 0.15 -3.66 -3.81
H 0.30 -2.90 -2.18
H 1.68 -2.99 -3.26
N 6.57 -2.07 -1.61
C 6.67 -2.88 -0.53
C 5.36 -3.24 -0.21
C 4.51 -2.50 -1.03
C 5.28 -1.84 -1.94
H 7.34 -1.63 -2.09
H 7.64 -3.06 -0.10
H 5.22 -3.77 0.73
H 3.46 -2.37 -0.82
H 4.95 -1.06 -2.62
N -4.12 -0.77 -0.48
C -3.97 0.39 -1.18
C -4.90 0.40 -2.21
C -5.69 -0.80 -1.94
C -5.07 -1.48 -1.04
H -3.63 -0.99 0.37
H -3.22 1.09 -0.84
H -5.08 1.23 -2.88
H -6.53 -1.14 -2.52
H -5.39 -2.41 -0.61
N 5.31 1.30 2.47
C 4.26 0.69 1.83
C 3.17 1.27 2.28
C 3.54 2.29 3.19
C 4.91 2.19 3.35
H 6.23 0.99 2.19
H 4.28 -0.19 1.21
H 2.17 1.01 1.97
H 2.89 2.98 3.73
H 5.65 2.75 3.91
N -1.32 4.51 4.66
C -1.46 3.69 3.60
C -0.53 3.94 2.63
C 0.38 4.79 3.23
C -0.21 5.28 4.43
H -1.97 4.44 5.43
H -2.21 2.92 3.72
H -0.33 3.45 1.69
H 1.39 4.98 2.88
H 0.04 5.95 5.23
N -2.31 4.95 -0.30
C -3.08 4.22 -1.15
C -2.46 4.11 -2.41
C -1.36 4.97 -2.36
C -1.22 5.44 -1.05
H -2.61 5.04 0.66
H -3.98 3.70 -0.85
H -2.86 3.66 -3.30
H -0.72 5.25 -3.19
H -0.39 5.91 -0.55
```

Orbital gap (spin up / spin down) = 6.60 / 2.62 eV
HOMO (spin up / spin down) = -9.957 / -9.957 eV
E_LUMO (spin up / spin down) = -3.3537 / -7.3364 eV
Multiplicity = 2
Total charge = +1
Maximum force = 6.63 eV/Å

---

Record 3
This record from OMol25 describes C26H43N7O6PPt as an isolated structure. The level of theory is the ωB97M-V functional and the def2-TZVPD basis.

Structure (XYZ):
```
84
Properties=species:S:1:pos:R:3
Pt -0.42 -0.44 0.52
O 2.33 -0.39 6.97
C 0.94 -0.58 6.84
C 0.59 -0.54 5.39
C -0.74 -0.62 4.97
C -1.01 -0.59 3.62
N -0.05 -0.49 2.70
C 1.24 -0.42 3.08
C 1.58 -0.44 4.42
C 2.24 -0.36 1.99
C 3.60 -0.35 2.22
C 4.49 -0.33 1.14
C 5.97 -0.33 1.38
O 6.62 -0.26 0.13
C 3.97 -0.33 -0.15
C 2.60 -0.34 -0.30
N 1.76 -0.35 0.73
H 2.58 -0.47 7.90
H 0.37 0.20 7.36
H 0.62 -1.55 7.25
H -1.55 -0.70 5.68
H -2.03 -0.64 3.25
H 2.61 -0.39 4.74
H 3.99 -0.36 3.23
H 6.23 -1.24 1.93
H 6.22 0.52 2.02
H 7.57 -0.28 0.26
H 4.63 -0.32 -1.00
H 2.14 -0.35 -1.28
C -1.58 -0.33 -5.72
N -0.86 -0.47 -4.47
C 0.35 -1.26 -4.53
P -1.15 0.56 -3.09
O -0.42 -0.05 -1.94
N -2.74 0.79 -3.12
C -3.35 1.99 -2.52
C -3.67 -0.34 -3.27
N -0.44 1.94 -3.62
C -1.01 2.80 -4.66
C 0.95 2.25 -3.27
H -0.93 0.12 -6.47
H -2.48 0.26 -5.59
H -1.85 -1.33 -6.07
H 1.06 -0.81 -5.22
H 0.10 -2.25 -4.93
H 0.79 -1.36 -3.54
H -2.62 2.79 -2.44
H -3.73 1.76 -1.53
H -4.17 2.32 -3.16
H -3.15 -1.25 -3.58
H -4.43 -0.09 -4.02
H -4.18 -0.55 -2.33
H -2.04 2.54 -4.86
H -0.42 2.72 -5.58
H -0.96 3.84 -4.33
H 1.27 1.66 -2.42
H 1.02 3.31 -3.02
H 1.61 2.07 -4.13
C 0.33 4.16 3.20
C -0.48 4.16 1.90
C -0.49 2.84 1.28
N -0.48 1.79 0.82
H 0.31 5.16 3.63
H 1.37 3.89 3.02
H -0.09 3.46 3.92
H -0.06 4.86 1.17
H -1.51 4.45 2.07
O -2.37 -2.50 -1.19
C -1.52 -3.09 -0.57
C -1.28 -4.58 -0.55
C -0.15 -4.79 0.45
C 0.22 -3.41 0.93
O 1.06 -3.09 1.71
N -0.60 -2.44 0.27
H -1.04 -4.92 -1.56
H -2.22 -5.08 -0.28
H 0.73 -5.27 0.03
H -0.45 -5.39 1.32
C -3.74 -0.04 1.11
O -2.72 -0.15 0.10
H -3.81 -0.94 1.71
H -4.71 0.15 0.64
H -3.49 0.81 1.74
H -2.85 -0.97 -0.42
```

Orbital gap (spin up / spin down) = 8.61 / 5.29 eV
HOMO (spin up / spin down) = -16.122 / -16.546 eV
E_LUMO (spin up / spin down) = -7.5151 / -11.2555 eV
Multiplicity = 5
Total charge = +3
Maximum force = 0.10 eV/Å
Energy above the lowest of the compared OMol25 structures with the same formula, charge and spin = 0.0 kJ/mol

---

Record 4
This record from OMol25 describes C26H43N8PtS2Si2 as an isolated structure. The level of theory is the ωB97M-V functional and the def2-TZVPD basis.

Structure (XYZ):
```
82
Properties=species:S:1:pos:R:3
Pt -0.44 0.17 -0.41
C -3.31 6.17 -0.54
C -2.90 4.92 0.21
N -2.59 3.84 -0.72
C -1.85 2.77 -0.43
S -1.56 1.64 -1.74
N -1.40 2.66 0.80
N -0.63 1.54 0.99
C -0.09 1.32 2.14
C -0.26 2.20 3.32
C 0.72 0.10 2.19
C 1.50 -0.24 3.29
C 2.27 -1.39 3.23
C 2.25 -2.16 2.08
C 1.46 -1.76 1.03
N 0.71 -0.67 1.08
H -3.52 6.97 0.16
H -4.20 6.00 -1.14
H -2.51 6.50 -1.21
H -3.70 4.60 0.89
H -2.02 5.09 0.83
H -2.99 3.88 -1.64
H -0.80 3.10 3.04
H 0.70 2.48 3.75
H -0.83 1.67 4.09
H 1.49 0.38 4.17
H 2.88 -1.68 4.08
H 2.84 -3.07 2.00
H 1.40 -2.33 0.10
C 2.97 2.79 -2.83
Si 3.19 1.42 -1.59
C 2.93 2.09 0.13
C 4.85 0.57 -1.68
N 1.94 0.19 -1.83
C 1.67 -0.55 -2.83
C 2.46 -0.59 -4.07
C 2.29 -1.55 -4.97
C 1.30 -2.60 -4.77
C 0.46 -2.60 -3.72
C 0.49 -1.52 -2.73
N -0.40 -1.38 -1.82
Si -1.83 -2.47 -1.44
C -3.17 -1.53 -0.58
C -2.63 -3.21 -2.96
C -1.09 -3.78 -0.33
H 3.72 3.57 -2.66
H 1.99 3.25 -2.70
H 3.05 2.46 -3.86
H 3.54 2.99 0.28
H 3.21 1.37 0.90
H 1.89 2.37 0.28
H 5.65 1.28 -1.43
H 5.07 0.16 -2.67
H 4.90 -0.24 -0.96
H 3.22 0.17 -4.20
H 2.90 -1.59 -5.86
H 1.23 -3.39 -5.50
H -0.27 -3.38 -3.61
H -3.55 -0.71 -1.19
H -2.87 -1.13 0.39
H -3.99 -2.24 -0.40
H -2.69 -2.49 -3.78
H -3.65 -3.46 -2.68
H -2.16 -4.12 -3.34
H -0.95 -3.37 0.68
H -0.12 -4.14 -0.70
H -1.76 -4.64 -0.26
S -1.89 -1.56 3.15
C -2.54 -2.68 4.23
N -2.35 -4.00 4.06
C -2.92 -5.04 4.91
C -3.13 -4.49 6.30
C -3.93 -3.20 6.22
N -3.26 -2.29 5.29
H -1.84 -4.25 3.23
H -2.23 -5.89 4.92
H -3.87 -5.39 4.49
H -2.17 -4.29 6.77
H -3.67 -5.22 6.92
H -4.00 -2.71 7.19
H -4.95 -3.41 5.87
H -3.41 -1.30 5.37
```

Orbital gap = 6.47 eV
HOMO = -10.113 eV
E_LUMO = -3.6467 eV
Total charge = +1
Maximum force = 0.64 eV/Å

---

Record 5
This record from OMol25 describes a 5-piece molecular cluster, C26H43NO14 overall at a distorted geometry. The level of theory is the ωB97M-V functional and the def2-TZVPD basis.

Structure (XYZ):
```
84
Properties=species:S:1:pos:R:3
C 1.66 0.21 7.32
C 1.82 -0.60 5.99
C 1.14 0.07 4.76
C -0.44 0.18 4.90
C -0.80 1.69 4.60
C -1.16 -0.84 3.97
C -2.68 -0.65 3.68
C -3.47 -2.01 3.91
C -4.73 -1.54 4.69
C -5.12 -2.19 5.90
C -6.27 -1.59 6.50
C -6.89 -0.49 5.89
N -6.59 0.13 4.73
C -5.50 -0.46 4.21
C -2.40 -2.72 4.81
O -2.48 -3.65 5.54
O -1.17 -2.10 4.70
H 2.16 1.21 7.25
H 2.17 -0.31 8.16
H 0.59 0.38 7.60
H 1.58 -1.68 6.12
H 2.93 -0.58 5.79
H 1.61 1.07 4.66
H 1.41 -0.48 3.82
H -0.67 -0.01 5.97
H -1.77 1.84 4.10
H -0.81 2.27 5.56
H -0.04 2.19 3.96
H -0.51 -0.98 3.09
H -2.96 0.19 4.34
H -2.89 -0.36 2.62
H -3.64 -2.63 3.00
H -4.61 -3.05 6.36
H -6.68 -2.00 7.44
H -7.76 -0.06 6.42
H -5.16 -0.02 3.24
C -2.77 -4.23 -0.09
O -2.01 -3.75 -1.19
C -1.84 -2.42 -1.20
O -2.26 -1.65 -0.38
O -1.12 -2.10 -2.28
C -0.85 -0.71 -2.42
H -2.84 -5.31 -0.19
H -2.28 -4.00 0.85
H -3.78 -3.82 -0.11
H -0.28 -0.33 -1.57
H -1.78 -0.15 -2.53
H -0.26 -0.57 -3.32
C 0.81 -2.14 -6.23
O 1.57 -1.65 -7.34
C 1.74 -0.33 -7.34
O 1.32 0.44 -6.52
O 2.47 -0.01 -8.42
C 2.74 1.38 -8.56
H 0.73 -3.22 -6.33
H 1.30 -1.90 -5.29
H -0.20 -1.72 -6.25
H 3.31 1.75 -7.71
H 1.81 1.94 -8.67
H 3.33 1.52 -9.46
C 1.46 4.12 -5.57
O 2.23 4.61 -6.67
C 2.40 5.93 -6.68
O 1.98 6.71 -5.86
O 3.13 6.25 -7.75
C 3.39 7.65 -7.89
H 1.40 3.04 -5.68
H 1.96 4.34 -4.62
H 0.46 4.53 -5.58
H 3.96 8.02 -7.04
H 2.46 8.21 -8.00
H 3.98 7.78 -8.79
C 1.79 -2.46 0.97
O 3.15 -2.55 0.56
C 3.54 -1.56 -0.24
O 2.85 -0.64 -0.62
O 4.82 -1.75 -0.55
C 5.38 -0.76 -1.42
H 1.58 -3.31 1.62
H 1.61 -1.54 1.54
H 1.12 -2.51 0.11
H 5.35 0.22 -0.94
H 4.85 -0.74 -2.37
H 6.42 -1.03 -1.59
```

Orbital gap = 9.87 eV
HOMO = -9.455 eV
E_LUMO = 0.4185 eV
SMILES = CCC[C@@H](C)[C@@H]1C[C@H](c2cccnc2)C(=O)O1.COC(=O)OC.COC(=O)OC.COC(=O)OC.COC(=O)OC
Maximum force = 3.01 eV/Å
Energy above the lowest of the compared OMol25 structures with the same formula, charge and spin = 0.0 kJ/mol

---

Record 6
This record from OMol25 describes C26H44BrEuNOP2 as an isolated structure at a distorted geometry. The level of theory is the ωB97M-V functional and the def2-TZVPD basis.

Structure (XYZ):
```
76
Properties=species:S:1:pos:R:3
N -5.00 -5.86 3.59
C -4.90 -4.61 4.05
C -3.98 -3.70 3.52
C -3.11 -4.13 2.48
C -3.23 -5.46 2.03
C -4.19 -6.29 2.63
C -2.10 -3.21 1.96
Eu -2.74 -1.69 0.34
P -2.42 -0.95 -3.52
C -1.39 -3.46 0.77
C -0.14 -2.82 0.43
C 0.59 -3.20 -0.73
C 1.74 -2.59 -1.11
C 2.20 -1.33 -0.45
C 1.56 -1.11 0.88
C 0.44 -1.80 1.26
Br 1.80 0.14 -1.63
H -1.80 -2.40 2.66
H -1.77 -4.22 0.07
H -3.95 -2.68 3.93
H -2.60 -5.86 1.24
H -5.58 -4.32 4.86
H -4.32 -7.33 2.32
H 0.20 -4.05 -1.30
H 0.01 -1.59 2.24
H 2.30 -2.91 -2.00
H 1.95 -0.31 1.50
P 4.04 -1.46 -0.16
C -3.42 -1.38 -2.11
C -4.90 -1.68 -2.35
H -3.35 -0.44 -1.50
H -2.93 -2.33 -1.75
H -5.38 -1.99 -1.41
H -5.41 -0.78 -2.71
H -5.02 -2.49 -3.08
C -0.87 -1.90 -3.34
C -0.04 -1.87 -4.63
H -1.16 -2.93 -3.08
H -0.31 -1.47 -2.50
H 0.81 -2.55 -4.52
H -0.64 -2.20 -5.49
H 0.35 -0.86 -4.83
C -1.72 0.76 -3.37
C -2.05 1.71 -4.54
H -0.63 0.63 -3.29
H -2.09 1.20 -2.43
H -1.47 2.64 -4.42
H -1.80 1.30 -5.52
H -3.11 1.97 -4.54
C 4.51 0.07 0.66
C 5.90 0.57 0.30
H 4.42 -0.10 1.75
H 3.75 0.83 0.40
H 6.66 -0.20 0.46
H 5.95 0.89 -0.75
H 6.16 1.44 0.92
C 4.82 -1.69 -1.77
C 5.12 -3.13 -2.17
H 5.75 -1.10 -1.77
H 4.16 -1.22 -2.52
H 5.88 -3.59 -1.52
H 4.23 -3.77 -2.15
H 5.51 -3.16 -3.20
C 4.28 -2.89 0.91
C 4.09 -2.70 2.41
H 5.30 -3.26 0.70
H 3.59 -3.68 0.55
H 3.05 -2.48 2.66
H 4.36 -3.62 2.93
H 4.72 -1.90 2.81
C -1.37 1.12 1.18
O -2.62 0.42 1.34
H -1.01 0.92 0.16
H -0.64 0.69 1.88
H -1.51 2.20 1.33
H -3.33 1.00 1.68
```

Orbital gap (spin up / spin down) = 5.96 / 6.04 eV
HOMO (spin up / spin down) = -12.225 / -12.235 eV
E_LUMO (spin up / spin down) = -6.2635 / -6.1910 eV
Multiplicity = 8
Total charge = +2
Maximum force = 4.43 eV/Å